Formula: C4H7N2
Source: OMol25
Level of theory: the ωB97M-V functional and the def2-TZVPD basis

Last column: Löwdin charge in e.
Cartesian coordinates (Å):
C (0.1093, -3.2948, 0.8699)  0.058
C (-1.1072, -0.2176, -0.0950)  0.146
C (0.4059, 1.8546, 0.2563)  -0.030
C (0.8621, 1.2899, -1.0624)  0.027
N (-0.3955, -2.3424, 0.5493)  0.105
N (-0.1267, 0.6327, -0.2693)  -0.072
H (0.5135, -4.1949, 1.1284)  0.059
H (-1.4352, -0.8649, -0.8568)  0.089
H (-1.6987, -0.0897, 0.7864)  0.117
H (0.9290, 2.0351, 1.1385)  0.116
H (-0.2947, 2.6167, 0.2719)  0.108
H (0.4476, 1.8243, -1.8631)  0.125
H (1.7904, 0.7510, -0.8542)  0.152

Properties
Energy relative to the best compared isomer or geometry (same formula, charge and spin) ... 4.379 eV
Max |F| ... 3.50 eV/A
LUMO level ... -4.2 eV
Calculated total energy ... -265.74755 a.u.
Net charge ... +1